A molecular structure, C3H21O8Y in a non-equilibrium geometry, computed with ωB97M-V/def2-TZVPD.

Its electronic energy is -20864.3031 eV. The value obtained for the frontier orbital gap is 0.2638 Ha. The energy relative to the best compared isomer or geometry (same formula, charge and spin) is 51.0 kJ/mol. The value obtained for the HOMO energy is -13.839 eV. Its LUMO energy is -6.66 eV. The spin multiplicity is 1. The charge is +2.

Each line ends with the Löwdin charge.
Element x y z (Å)
Y -0.454 -0.920 0.087  1.6714
C 1.392 3.382 1.500  -0.0542
C 0.844 2.603 0.277  -0.5378
C 1.710 2.576 -1.023  -0.0417
O 0.360 1.297 0.588  -0.4020
H 1.728 4.367 1.177  0.0860
H 2.211 2.789 1.907  0.0699
H 0.716 3.483 2.349  0.0752
H -0.082 3.163 0.150  0.1082
H 1.535 1.799 -1.768  0.0425
H 2.769 2.537 -0.772  0.0764
H 1.454 3.536 -1.472  0.0812
O 1.877 -1.302 -0.130  -0.0788
H 2.495 -0.577 -0.219  0.0960
H 2.416 -2.089 -0.219  0.0930
O 0.322 -1.398 2.362  -0.0622
H 0.676 -0.746 2.966  0.0982
H 0.122 -2.154 2.915  0.0893
O -2.409 -1.766 1.241  -0.0669
H -2.669 -1.425 2.097  0.1004
H -3.082 -2.411 1.025  0.0967
O 0.146 -0.489 -2.381  -0.0570
H -0.100 0.205 -2.992  0.0935
H 0.695 -1.080 -2.896  0.0861
O -1.987 -2.071 -1.426  -0.0797
H -2.943 -2.095 -1.382  0.0954
H -1.784 -2.274 -2.339  0.0948
O -2.330 0.525 -0.444  -0.0773
H -2.628 1.064 0.289  0.0896
H -2.966 0.692 -1.139  0.0963
O -0.061 -3.358 -0.053  -0.0648
H 0.647 -3.912 0.277  0.0973
H -0.618 -3.953 -0.553  0.0850